# 1
The following is a quantum chemistry calculation of 2 unconnected molecules or ions with the total composition C8H11NO at a distorted geometry, from OMol25.

The geometry in ORCA input format:
```
! RIJCOSX wB97M-V def2-TZVPD def2/J DEFGRID3
* xyz 0 1
C 1.790 -0.236 -0.443
C 2.471 1.030 -0.463
C 3.867 0.974 -0.161
C 4.497 -0.138 0.307
C 3.849 -1.363 0.263
C 2.473 -1.401 -0.101
H 0.719 -0.346 -0.681
H 2.204 2.024 -1.089
H 4.557 1.905 -0.105
H 5.416 0.075 0.823
H 4.416 -2.255 0.551
H 2.044 -2.468 -0.137
C -3.272 1.004 0.366
C -4.200 -0.176 -0.125
N -5.591 -0.278 0.182
O -3.616 -1.225 -0.497
H -2.519 0.301 0.803
H -3.924 1.424 1.205
H -2.764 1.536 -0.415
H -6.052 -0.991 -0.259
H -6.365 0.602 -0.022
*
```

Summary:
Calculated total energy: -12009.811 eV
Molar mass: 137.2 g/mol
SMILES: c1ccccc1.CC(N)=O

Results of the Löwdin charge analysis, in e, for atoms 1 through 8: atom 1 (C): -0.112, atom 2 (C): -0.082, atom 3 (C): -0.147, atom 4 (C): -0.146, atom 5 (C): -0.093, atom 6 (C): -0.106, atom 7 (H): 0.097, atom 8 (H): 0.141

# 2
The following is a quantum chemistry calculation of a molecular structure, C3H12N4O at a distorted geometry, from OMol25.

The geometry in ORCA input format:
```
! RIJCOSX wB97M-V def2-TZVPD def2/J DEFGRID3
* xyz 0 1
C 0.454 -0.736 1.924
C 1.298 -1.470 -0.220
N 0.397 -0.574 0.480
C -0.962 -0.619 -0.052
O -1.807 0.237 0.550
H -1.363 -1.653 -0.024
H 1.448 -0.455 2.277
H 0.244 -1.770 2.234
H -0.276 -0.069 2.376
H 1.224 -1.312 -1.297
H 1.074 -2.530 -0.024
H 2.324 -1.271 0.096
N -0.412 1.794 -1.741
N 0.649 1.886 -0.954
N -1.520 2.104 -1.130
H -0.802 -0.200 -1.137
H 1.520 1.667 -1.409
H 0.567 1.473 -0.014
H -2.239 2.255 -1.832
H -1.818 1.241 -0.104
*
```

Summary:
Calculated total energy: -11310.429 eV
Molar mass: 120.2 g/mol

Results of the Löwdin charge analysis, in e, for atoms 1 through 8: atom 1 (C): -0.094, atom 2 (C): -0.110, atom 3 (N): -0.312, atom 4 (C): -0.403, atom 5 (O): -0.150, atom 6 (H): 0.132, atom 7 (H): 0.081, atom 8 (H): 0.086

# 3
The following is a quantum chemistry calculation of 2 unconnected molecules or ions with the total composition C4H10OS at a distorted geometry, from OMol25.

The geometry in ORCA input format:
```
! RIJCOSX wB97M-V def2-TZVPD def2/J DEFGRID3
* xyz 0 1
C 0.398 2.505 -0.018
C -0.337 1.350 0.645
O -1.512 1.398 0.876
H -0.228 3.371 -0.199
H 0.610 2.207 -1.056
H 1.328 2.644 0.535
H 0.358 0.539 0.918
C -0.671 -1.173 -1.015
C -0.142 -1.909 0.196
S 1.656 -1.657 0.322
H -0.169 -1.609 -1.890
H -0.483 -0.113 -1.145
H -1.738 -1.323 -1.166
H -0.547 -1.495 1.122
H -0.300 -2.979 0.213
H 1.778 -1.756 1.662
*
```

Summary:
Calculated total energy: -17192.002 eV
Molar mass: 106.2 g/mol
SMILES: CC=O.CCS

Results of the Löwdin charge analysis, in e, for atoms 1 through 8: atom 1 (C): -0.044, atom 2 (C): -0.362, atom 3 (O): 0.045, atom 4 (H): 0.076, atom 5 (H): 0.080, atom 6 (H): 0.080, atom 7 (H): 0.054, atom 8 (C): -0.186

ΔE to the lowest compared entry with this formula, charge and spin list, top to bottom, in kJ/mol: 249.8, 384.1, 79.4